# C30H29F6N5O7PbS3

A structure of composition C30H29F6N5O7PbS3 (the ωB97M-V functional and the def2-TZVPD basis, OMol25).

Output
F_max: 1.27 eV/Å
ΔE to the lowest compared entry with this formula, charge and spin: 3.011 eV
Charge: -2
Frontier orbital gap: 5.83 eV
LUMO energy: 4.30 eV
Multiplicity: 1

Last column: Mulliken charge in e.
Element x y z (Å)
Pb (0.636013, 0.082312, -0.586305)  1.42
O (2.338797, 1.393151, 0.277484)  -0.49
C (2.459515, 2.343140, 1.154785)  0.41
C (3.650243, 3.112279, 1.198613)  -0.70
C (3.827840, 4.138827, 2.102051)  -0.34
C (2.822272, 4.481257, 3.008458)  -0.67
C (1.647905, 3.747423, 2.986155)  -0.44
C (1.458163, 2.697287, 2.095966)  -0.06
C (0.198868, 1.919037, 2.172793)  0.74
N (-0.931256, 2.472940, 2.280423)  -0.53
C (-2.198829, 1.761824, 2.275317)  -0.63
C (-2.368867, 0.534408, 1.368060)  -1.22
N (-1.807963, 0.766811, 0.040714)  0.40
C (-2.639081, 1.141105, -0.859738)  -0.43
C (-2.381578, 1.695373, -2.167371)  0.61
C (-3.508589, 1.927242, -2.979639)  -0.65
C (-3.425888, 2.564761, -4.190057)  -0.73
C (-2.160949, 3.031580, -4.604907)  -0.37
C (-1.047537, 2.846012, -3.834149)  -0.56
C (-1.087486, 2.129109, -2.595579)  0.50
O (-0.008198, 1.941350, -1.938174)  -0.80
H (4.428822, 2.849975, 0.491494)  0.37
H (4.765608, 4.685434, 2.107444)  0.35
H (2.959440, 5.286669, 3.718479)  0.35
H (0.847466, 3.967466, 3.682934)  0.37
H (-0.319558, 0.016899, 2.233782)  0.01
H (-2.935506, 2.496337, 1.942472)  0.40
H (-2.479738, 1.473125, 3.296071)  0.35
H (-3.448432, 0.341331, 1.314734)  0.50
H (-1.930286, -0.375867, 1.782056)  0.31
H (-3.708162, 1.093793, -0.604125)  0.16
H (-4.472867, 1.581559, -2.617999)  0.30
H (-4.303392, 2.712683, -4.805257)  0.37
H (-2.069568, 3.546146, -5.555784)  0.35
H (-0.076303, 3.204183, -4.151784)  0.41
C (0.517234, -5.713133, 3.985600)  -0.96
C (1.640255, -4.870012, 3.379141)  -0.90
N (1.247250, -4.124634, 2.193197)  0.23
C (1.543723, -4.706221, 0.888027)  -0.76
C (0.576402, -5.799017, 0.445278)  -1.03
C (0.430886, -3.016483, 2.315676)  0.56
S (-0.372181, -2.375868, 0.920170)  -0.46
N (0.166464, -2.605999, 3.512344)  -0.16
C (0.292927, -1.908042, 4.537589)  -0.69
O (0.461718, 0.573232, 2.115909)  -0.37
C (-0.436438, -1.939846, 5.760751)  0.62
C (-1.324711, -0.900560, 6.116122)  -0.42
C (-1.903848, -0.859141, 7.370125)  -0.39
C (-1.622819, -1.824763, 8.335522)  -0.52
C (-0.741629, -2.848167, 8.000505)  -0.47
C (-0.161382, -2.916694, 6.746026)  -0.49
H (0.841121, -6.153983, 4.932228)  0.34
H (0.217689, -6.515324, 3.310781)  0.33
H (-0.355523, -5.089754, 4.182840)  0.22
H (2.475779, -5.510337, 3.092773)  0.40
H (2.009349, -4.174213, 4.131473)  0.48
H (2.562626, -5.099958, 0.932953)  0.28
H (1.531091, -3.905907, 0.152964)  0.24
H (0.617136, -6.669636, 1.105421)  0.34
H (0.823186, -6.120533, -0.568400)  0.42
H (-0.440169, -5.403832, 0.436463)  0.17
H (-1.536429, -0.121508, 5.391902)  0.49
H (-2.577342, -0.042717, 7.609473)  0.35
H (-2.078564, -1.780884, 9.316146)  0.35
H (-0.506112, -3.615453, 8.730984)  0.34
H (0.520971, -3.723422, 6.503972)  0.33
F (3.586303, -4.018493, -3.885055)  -0.23
C (2.386617, -4.462708, -3.508560)  0.52
F (1.946332, -5.311896, -4.440966)  -0.24
F (2.531070, -5.141225, -2.365269)  -0.17
S (1.198106, -3.093796, -3.231131)  1.21
O (1.834817, -2.268118, -2.235002)  -0.59
O (-0.023827, -3.764333, -2.885717)  -0.64
N (1.243849, -2.515556, -4.717575)  -0.61
S (0.431807, -1.179035, -4.968623)  0.94
O (-0.180269, -1.146068, -6.262390)  -0.70
O (-0.334051, -0.771138, -3.816592)  -0.47
C (1.790088, 0.048203, -5.120749)  0.70
F (2.563090, -0.269433, -6.170524)  -0.27
F (2.553144, 0.063019, -4.033065)  -0.22
F (1.299846, 1.269719, -5.322779)  -0.19

Atoms 1-6, force components in eV/Å:
0.263 0.414 -0.367
-0.195 -0.050 -0.128
0.077 0.110 0.018
0.030 -0.055 0.014
-0.068 0.016 0.023
0.017 -0.083 -0.069